Formula: C45H57As3N3O6PS3V
Source: the Open Molecules 2025 dataset
Level of theory: ωB97M-V/def2-TZVPD

Cartesian coordinates (Å):
V (0.80966, 0.38645, -0.20087)
C (2.29498, -0.13996, 3.42018)
As (0.66094, -0.05499, 2.26250)
C (-0.12895, 1.64343, 2.99687)
C (-0.49283, -1.10791, 3.49617)
C (-0.70089, -2.59800, 3.34177)
C (0.49707, -3.39725, 3.84651)
C (-1.11165, -2.93076, 1.90587)
As (0.07630, -3.97595, 0.69938)
C (1.95203, -3.28325, 0.86157)
C (-0.59599, -3.11400, -0.95052)
C (-1.92197, -2.95369, 4.21553)
As (-2.28786, -2.40128, 6.16137)
C (-0.52396, -2.04701, 7.06333)
C (-2.82927, -0.50125, 5.78316)
H (2.06263, 0.05779, 4.47988)
H (2.94910, 0.66055, 3.03786)
H (2.77347, -1.11302, 3.26989)
H (-0.13395, 1.67041, 4.08961)
H (-1.15680, 1.77804, 2.62104)
H (0.50183, 2.45239, 2.60365)
H (-1.46675, -0.59536, 3.38479)
H (-0.11009, -0.84307, 4.48718)
H (1.42549, -3.14913, 3.30260)
H (0.32631, -4.50057, 3.76996)
H (0.69058, -3.16398, 4.91204)
H (-1.41896, -2.04652, 1.32722)
H (-1.99969, -3.59884, 1.89054)
H (2.52550, -4.05888, 1.42822)
H (1.97874, -2.34019, 1.44145)
H (2.30145, -3.11786, -0.17259)
H (0.09192, -3.45060, -1.74256)
H (-0.55331, -2.02130, -0.82544)
H (-1.64654, -3.42883, -1.09278)
H (-2.04573, -4.06303, 4.26390)
H (-2.84613, -2.56879, 3.74220)
H (-0.06083, -3.01309, 7.29278)
H (-0.73266, -1.50319, 8.01021)
H (0.14696, -1.42180, 6.44628)
H (-3.48314, -0.50461, 4.89717)
H (-1.94206, 0.15904, 5.67339)
H (-3.43309, -0.21702, 6.67963)
C (7.96909, 2.81741, 3.43237)
C (6.78018, 2.44172, 2.64268)
C (5.55070, 3.05402, 2.94413)
C (4.40235, 2.72783, 2.23790)
C (4.48648, 1.72521, 1.26649)
C (5.70422, 1.09508, 0.97206)
C (6.85491, 1.44551, 1.66032)
S (3.20371, 1.39969, 0.15090)
O (1.90899, 1.97757, 0.63910)
O (3.67069, 2.00336, -1.04609)
O (3.02577, -0.03863, 0.08171)
H (7.66831, 3.35186, 4.35075)
H (8.64282, 3.49878, 2.87004)
H (8.58703, 1.93310, 3.70250)
H (5.51194, 3.81848, 3.72557)
H (3.48108, 3.28344, 2.41052)
H (5.74238, 0.38416, 0.14950)
H (7.79013, 0.94206, 1.42365)
O (-1.31395, 0.30524, -0.22703)
P (-2.49578, 0.86658, -0.99450)
C (-2.32150, 2.39112, -1.93177)
C (-2.12513, 2.47350, -3.33972)
C (-1.75309, 3.65852, -3.93638)
C (-1.65233, 4.83456, -3.18947)
C (-1.83303, 4.79166, -1.80720)
C (-2.18145, 3.59021, -1.20376)
C (-3.04308, -0.41574, -2.10379)
C (-2.14766, -0.92016, -3.07862)
C (-2.52832, -1.96683, -3.92449)
C (-3.78110, -2.55313, -3.76853)
C (-4.67219, -2.09497, -2.79680)
C (-4.30832, -1.02293, -1.97807)
C (-3.86083, 1.25514, 0.05942)
C (-4.91314, 2.10800, -0.35769)
C (-5.99221, 2.38770, 0.48009)
C (-6.02267, 1.82965, 1.75126)
C (-5.02217, 0.95893, 2.18889)
C (-3.94217, 0.68703, 1.34685)
H (-2.20291, 1.60186, -3.97100)
H (-1.54816, 3.66477, -5.00058)
H (-1.38542, 5.76520, -3.69622)
H (-1.72207, 5.69285, -1.20366)
H (-2.30793, 3.61628, -0.12771)
H (-1.12195, -0.54820, -3.12779)
H (-1.86723, -2.34202, -4.67881)
H (-4.04383, -3.39509, -4.39459)
H (-5.64770, -2.56271, -2.69104)
H (-5.03253, -0.62565, -1.26819)
H (-4.88192, 2.53607, -1.35669)
H (-6.79115, 3.04914, 0.16356)
H (-6.84430, 2.07073, 2.42008)
H (-5.06747, 0.54798, 3.19390)
H (-3.13341, 0.03763, 1.70215)
N (-0.17495, -2.06729, -8.44275)
C (0.39473, -1.90501, -7.21758)
C (1.27558, -0.83954, -6.96518)
C (1.95000, -0.76944, -5.75171)
C (1.58565, -1.63067, -4.70930)
C (0.69582, -2.67814, -4.93479)
C (0.14185, -2.83735, -6.19896)
S (2.31685, -1.44821, -3.10849)
O (3.56964, -0.73179, -3.22405)
O (2.17986, -2.68947, -2.38092)
N (1.20586, -0.32092, -2.28035)
C (1.22956, 0.98596, -2.65442)
S (2.33361, 1.81027, -3.80261)
C (1.84474, 3.32492, -3.15415)
C (1.06031, 3.12964, -2.03466)
N (0.60430, 1.85992, -1.80418)
H (-0.10544, -1.26343, -9.05192)
H (-1.05726, -2.57389, -8.46123)
H (1.44828, -0.09615, -7.73156)
H (2.75617, -0.05178, -5.61487)
H (0.48272, -3.38942, -4.11373)
H (-0.49986, -3.70986, -6.37658)
H (2.07636, 4.29109, -3.56557)
H (0.77105, 3.88382, -1.30758)

Total energy, a.u.: -11551.92542
2S+1: 4
Molar mass, g/mol: 1138.9
Maximum force, Eh/bohr: 0.0676
Frontier orbital gap (spin up / spin down), eV: 6.576 / 7.215